1.
Entry from the Open Molecules 2025 dataset: a single C4H6N2O molecule at a distorted geometry (ωB97M-V/def2-TZVPD).

Geometry as XYZ:
```
13
Properties=species:S:1:pos:R:3:forces:R:3:nbo_charge:R:1
H -1.87920 -0.84634 -1.69731 0.031 0.142 0.003 0.21
H 0.20332 1.41781 1.13870 -0.216 -0.270 0.177 0.41
O -2.10918 0.23662 1.12694 -0.592 0.194 -0.248 -0.66
H -2.81042 -0.38133 0.90038 -0.158 0.063 0.012 0.49
N 0.15535 -0.16830 -1.59506 0.261 -0.300 0.741 -0.41
C -1.13188 -0.28540 -1.15477 -0.291 0.010 -0.034 -0.20
H 1.89098 -1.22594 -0.21953 0.699 -0.026 -0.042 0.24
N -0.08295 0.92946 0.30802 -0.712 0.348 0.081 -0.52
C 0.81572 0.50174 -0.65039 -0.131 -0.710 1.143 0.24
H 1.47961 -0.39618 1.25157 0.189 0.267 -0.777 0.20
C -1.23767 0.28774 0.09990 -0.117 0.411 -0.257 0.42
C 1.86821 -0.23326 0.22110 0.671 0.035 -0.610 -0.64
H 2.83702 0.23866 0.31099 0.366 -0.164 -0.190 0.22
```
Forces are in eV/Å.

Output
- Total energy: -9270.938 eV
- SMILES: Cc1ncc(O)[nH]1
- HOMO energy: -7.841 eV
- Kohn-Sham gap: 0.3094 Ha



2.
Entry from the Open Molecules 2025 dataset: a single C2H6N2 molecule at a distorted geometry (ωB97M-V/def2-TZVPD).

Geometry as XYZ:
```
10
Properties=species:S:1:pos:R:3:forces:R:3:nbo_charge:R:1
H 0.49137 -0.07231 -1.16426 0.183 0.393 1.808 0.33
H -2.80719 -0.78154 -0.33183 1.234 0.020 -0.267 0.19
H 1.99696 -0.41400 1.19763 -1.461 2.211 -1.140 0.19
C -1.74365 -0.62910 -0.63852 -0.815 -0.692 -0.584 -0.24
H 2.04966 1.36382 0.18026 -1.938 -2.597 1.750 0.21
N 0.28909 0.11984 -0.13353 2.003 -0.619 -4.309 -0.43
N -0.90100 -0.21189 0.21094 -2.075 0.253 1.797 -0.20
C 1.32712 0.49731 0.74651 1.503 1.588 1.679 -0.41
H -1.42178 -0.88455 -1.67881 -0.366 0.343 0.552 0.13
H 0.71942 1.01240 1.61161 1.733 -0.900 -1.285 0.23
```
Forces are in eV/Å.

Output
- Total energy: -5148.866 eV
- SMILES: C=NNC
- HOMO energy: -8.232 eV
- Kohn-Sham gap: 0.3459 Ha



3.
Entry from the Open Molecules 2025 dataset: a gas-phase ion, C8H15N2O (charge +1) at a distorted geometry (ωB97M-V/def2-TZVPD).

Geometry as XYZ:
```
26
Properties=species:S:1:pos:R:3:forces:R:3:nbo_charge:R:1
H 1.43118 2.41210 0.95436 -0.140 -0.051 0.826 0.23
C 1.10240 2.33510 -0.05741 -4.041 1.568 -0.659 -0.62
C 0.02179 -1.65743 0.38907 0.241 -1.644 -0.498 0.70
C -0.43466 0.64974 -1.56907 -1.317 1.355 1.454 -0.44
N -0.24419 0.55209 0.97837 -0.248 -1.889 -1.330 -0.21
H -2.33300 0.55883 0.62887 1.071 -1.396 0.322 0.24
C 2.03203 -0.39751 1.27141 -0.713 -1.010 0.250 -0.41
C -1.32843 -1.31663 -0.01346 0.494 0.181 -1.806 -0.34
H -0.62327 -1.34108 -2.15338 -0.529 -0.301 0.427 0.23
H 2.68284 -1.16299 0.91752 0.528 -0.549 -0.274 0.24
C -0.27399 1.46597 -0.19287 1.239 1.834 0.848 -0.06
H -2.26569 -0.78052 -1.78512 0.783 0.889 -0.247 0.25
H -1.09976 2.19726 0.15895 1.073 -1.323 -1.108 0.24
H 2.24016 0.52840 0.83260 1.077 1.175 -0.170 0.24
H 0.60031 0.45043 -1.75314 0.512 -0.346 -0.786 0.21
C -1.20398 -0.70711 -1.45924 -0.391 -0.726 -0.434 -0.40
H 0.89022 3.39853 -0.39912 0.495 -1.418 0.103 0.24
H -0.17021 -3.59286 -0.01812 0.425 1.383 0.330 0.54
C -1.51578 -0.20271 0.89894 -2.597 3.255 2.487 -0.25
N 0.68871 -0.63082 0.78277 -0.736 1.010 0.568 -0.20
H 2.04324 -0.35755 2.35565 -0.090 0.105 0.063 0.24
H -0.88420 1.24925 -2.40951 0.691 -0.440 0.968 0.26
H -1.65558 -0.46713 1.94223 -0.643 -0.619 0.066 0.23
H -1.98954 -2.18037 0.03621 -0.211 0.286 0.040 0.26
H 1.83164 1.87894 -0.61556 1.940 -0.737 -1.617 0.20
O 0.45777 -2.88194 0.27906 1.087 -0.591 0.176 -0.61
```
Forces are in eV/Å.

Output
- Total energy: -13558.310 eV
- SMILES: C[C@H]1CC[C@@H]2CN1[N+](C)=C2O
- HOMO energy: -13.734 eV
- Kohn-Sham gap: 0.3921 Ha
- Net charge: +1



4.
Entry from the Open Molecules 2025 dataset: 3 unconnected molecules or ions with the total composition C38H36ClI2N3O6PS3 at a distorted geometry (ωB97M-V/def2-TZVPD).

Geometry as XYZ:
```
90
Properties=species:S:1:pos:R:3:forces:R:3:mulliken_charge:R:1
C -2.46921 -2.74533 -2.09996 -0.207 0.373 0.335 0.37
H -3.89905 -0.45377 0.47668 0.163 1.180 -0.051 0.49
C -5.06765 4.32919 2.90661 -1.222 0.177 -0.187 -0.28
H 0.58952 1.98585 4.17594 0.230 0.688 -0.511 0.43
C -2.95060 -4.18161 -4.08654 -0.237 0.120 -0.053 0.23
O -5.04487 1.87990 -0.73197 2.641 0.819 2.064 -0.71
C 1.02840 -3.42523 -0.90292 -0.110 0.072 0.043 -0.56
C 5.89345 -4.87323 -0.51487 0.117 -0.155 -0.082 -0.27
H -6.43058 5.57872 4.17310 1.172 0.215 -0.130 0.43
C 8.09874 -2.58583 1.52637 0.730 -0.031 0.219 0.57
C 0.55290 -4.91650 -2.73618 0.163 0.059 0.133 -0.85
H -5.69490 -4.28815 -6.07313 0.036 0.005 0.043 0.40
H 4.85973 -4.94923 -0.82730 0.035 0.136 0.083 0.67
H 2.40637 -4.89140 -1.65651 -0.043 0.042 0.010 0.30
H -1.85832 2.16184 -1.32099 0.333 0.218 0.952 0.09
C 4.92483 -0.55188 1.73245 -0.030 0.228 0.128 -0.70
H -1.96786 2.10007 2.70482 0.417 0.668 -0.377 0.93
S -3.90124 6.97791 -1.77642 -0.401 0.279 0.264 -0.12
H -6.44834 -2.57334 -4.45311 0.050 -0.022 0.011 0.42
Cl -4.23348 6.73081 4.15942 -0.741 -0.463 -0.270 -0.19
H 8.84664 -6.51104 -0.80735 -0.032 0.039 0.024 0.40
N -3.49462 4.08541 -0.62872 0.247 3.438 0.700 -0.34
H 4.66052 1.33403 2.71896 0.035 -0.032 0.002 0.33
H -4.39395 4.53506 -0.82800 0.144 -0.686 -0.747 0.46
C 7.64334 -3.71001 0.67436 -0.074 -0.204 -0.180 0.47
H -3.46889 -5.32346 -5.83442 0.114 0.019 0.136 0.48
S -4.35556 1.87422 0.60674 -5.950 -3.584 -1.801 1.87
I 0.34665 0.70850 1.09331 -0.216 0.452 0.103 0.19
C 7.54857 -0.44132 2.65662 -0.082 0.175 0.064 -0.57
C -3.36716 -3.19864 -3.18658 -0.153 -0.014 -0.095 0.28
C -3.23345 0.44367 0.59345 0.698 -0.696 0.479 -0.82
H -4.24969 3.85318 3.49011 -0.431 0.633 -0.413 0.23
H -2.51027 0.40391 -0.24920 -0.695 0.373 0.504 0.03
H 6.98857 1.42035 3.56075 -0.003 -0.047 -0.028 0.40
H -5.94076 3.62648 2.97633 0.897 0.537 0.001 0.36
C 6.31222 -3.79592 0.26301 0.092 -0.146 -0.060 -0.17
C 5.33971 -2.74153 0.63413 -0.627 -0.103 -0.225 0.36
H 1.71175 -3.05771 -0.14625 0.031 -0.058 -0.069 0.55
C -2.15791 3.87267 1.29445 -0.325 1.129 1.910 -0.46
C -4.63134 -2.62677 -3.31650 -0.142 -0.007 -0.123 -0.53
C 1.42051 -4.45401 -1.75507 -0.183 0.022 -0.087 -0.21
C -3.79139 -4.57012 -5.12641 -0.171 0.041 -0.067 -0.58
C 6.80345 -5.84911 -0.89552 -0.018 0.113 0.065 -0.58
H -0.55223 -2.07905 -0.36155 -0.139 0.019 0.034 0.53
H 8.56792 -0.39595 3.01931 -0.026 -0.136 -0.106 0.48
H 3.90353 -0.58963 1.37296 0.086 -0.150 -0.038 0.67
H -5.98547 6.27994 2.60091 0.381 -0.345 0.908 0.33
C -5.04472 -3.98774 -5.26033 0.119 0.018 0.114 -0.48
C -5.46730 -3.02158 -4.35130 0.116 -0.024 0.040 -0.58
C -4.77065 4.51760 1.36836 0.363 -1.397 1.522 -1.75
C 6.65973 0.58011 2.96095 0.003 -0.099 -0.063 -0.64
I -1.38184 4.26370 4.21348 -0.258 -0.329 -0.341 0.17
H -4.96234 -1.87143 -2.61439 0.141 -0.044 0.015 0.53
C 1.05375 2.56388 3.34716 0.657 -1.039 -1.235 -1.30
H 0.40372 2.76861 -1.01406 -1.011 0.098 0.749 0.18
C 5.81097 -1.58245 1.43026 0.059 0.178 0.095 0.15
H 1.92030 1.93784 2.99701 -0.662 0.675 0.471 0.17
O -1.27368 -5.70680 -4.70070 -0.051 0.153 0.126 -0.67
C 0.10596 2.67468 2.06355 0.590 0.148 1.338 -0.39
H 0.60962 3.42483 1.40630 -0.820 -0.620 0.296 0.43
H -2.67922 0.27306 1.55065 -0.578 0.544 -0.696 0.40
C -2.46694 5.09690 -0.56298 -0.699 -3.928 0.001 -0.20
H -1.65577 6.89013 -0.82342 -0.134 -0.193 -0.200 0.32
C 5.35014 0.52942 2.49100 0.055 -0.171 -0.069 -0.31
O -2.83487 -1.89363 -1.30233 0.089 -0.053 -0.099 -0.59
H -5.72616 4.27250 0.82968 0.948 0.429 0.216 0.57
P -0.94200 3.23716 -1.17003 1.375 0.740 -2.923 0.28
H 1.49050 3.54051 3.64415 -0.720 -0.594 0.000 0.45
O -5.42653 1.56040 1.61397 3.419 1.468 -0.601 -0.72
S -0.94937 4.21311 -2.88383 -0.034 -0.238 0.720 -0.38
C -0.71372 -4.35058 -2.86819 0.193 0.035 0.162 0.28
C 7.12963 -1.51995 1.88090 -0.194 0.230 0.080 0.29
H -4.44454 5.57597 1.20518 -0.131 -0.862 -0.127 0.52
C -1.11437 -3.33660 -1.99945 0.093 0.003 0.003 0.16
C 8.55421 -4.68923 0.28516 0.011 -0.172 -0.105 -0.71
N -2.48920 6.32218 -0.98631 0.224 -0.153 -0.087 -0.02
H -3.41553 7.64778 -2.86745 0.543 -0.669 0.566 0.26
H 0.86399 -5.71340 -3.40024 -0.160 0.064 -0.046 0.47
H 6.47648 -6.68400 -1.50365 0.015 0.042 0.031 0.42
C -0.23943 -2.87347 -1.02285 0.314 -0.158 -0.021 -0.47
C 8.13531 -5.75336 -0.50167 -0.065 0.126 0.073 -0.43
C -1.40457 3.00459 2.38975 0.845 0.269 -0.386 -1.14
O 4.17293 -2.82100 0.28732 0.134 0.036 0.061 -0.64
H -2.33301 4.85249 1.82526 0.066 -0.994 -0.402 0.64
O 9.24639 -2.53328 1.92219 -0.187 0.020 -0.050 -0.67
C -3.63264 3.55002 0.79665 0.338 1.792 -1.218 0.58
N -1.36558 4.37458 0.10919 -1.173 0.100 -0.240 -0.22
C -1.61932 -4.82030 -3.94478 0.204 -0.564 -0.473 0.47
H 9.59066 -4.62106 0.59162 -0.102 0.123 0.075 0.48
C -5.56956 5.70584 3.47296 -0.489 -0.382 -0.887 -0.71
```
Forces are in eV/Å.

Output
- Total energy: -127254.055 eV
- HOMO energy: -11.286 eV
- Kohn-Sham gap: 0.2640 Ha
- Net charge: +1



5.
Entry from the Open Molecules 2025 dataset: a single C7H9NOS molecule at a distorted geometry (ωB97M-V/def2-TZVPD).

Geometry as XYZ:
```
19
Properties=species:S:1:pos:R:3:forces:R:3:nbo_charge:R:1
C 0.81903 -0.47745 -0.06445 -0.530 0.756 0.188 -0.43
H 1.08088 1.29900 -1.04850 -1.618 2.303 -1.858 0.21
C 0.79181 -1.60454 -1.08896 -0.937 0.025 -0.127 0.73
C -0.66862 1.30782 2.23993 -1.080 1.322 -1.048 -0.64
H -1.21861 2.25261 2.45163 1.047 -0.177 0.170 0.22
H -2.39290 0.86337 0.82264 -2.205 0.136 -0.540 0.23
C 1.69725 0.62849 -0.60981 3.540 0.080 1.800 -0.58
C -0.54892 0.07156 0.21445 -3.428 -2.709 -4.098 0.10
H 0.42446 1.43598 2.03810 -1.055 0.197 0.354 0.21
H -0.81426 0.69502 3.11511 -0.060 -0.497 0.144 0.22
C -1.52029 -0.94493 -1.34517 2.276 2.107 2.592 0.05
O 1.72683 -2.31085 -1.35067 -0.553 0.181 -0.055 -0.54
H 2.15951 1.16734 0.27195 -0.569 -0.433 -0.851 0.21
H 1.28745 -0.73634 0.85325 0.300 -1.202 0.726 0.26
H -0.55880 -2.33877 -2.54901 0.095 0.660 0.716 0.42
S -3.01257 -0.85321 -1.88257 -0.540 0.041 -0.001 -0.04
C -1.38146 0.76876 0.96747 5.319 -1.146 1.616 -0.22
N -0.46854 -1.64533 -1.78315 1.213 -1.139 -0.202 -0.67
H 2.59775 0.42147 -1.25221 -1.216 -0.506 0.474 0.24
```
Forces are in eV/Å.

Output
- Total energy: -21775.108 eV
- HOMO energy: -8.207 eV
- Kohn-Sham gap: 0.3159 Ha